--- a ---
DFT (the ωB97M-V functional and the def2-TZVPD basis) results for C4H8FNS in the gas phase.

HOMO energy in eV: -8.524
LUMO level in eV: 0.753
Gap between HOMO and LUMO in eV: 9.28
SMILES string: CN(C=S)CCF

Geometry as ORCA input:
```
! RIJCOSX wB97M-V def2-TZVPD def2/J DEFGRID3
* xyz 0 1
C 0.57 -1.53 -1.02
C 0.77 0.35 0.55
C 2.13 0.60 -0.01
C -1.44 -0.60 0.11
H 1.23 -0.97 -1.76
H 1.08 -2.36 -0.55
H -0.26 -1.97 -1.58
H 0.81 0.05 1.59
H 0.27 1.32 0.53
H 2.76 1.28 0.65
H 2.68 -0.33 -0.16
H -1.92 -1.32 -0.54
N -0.07 -0.57 -0.17
F 2.03 1.13 -1.33
S -2.29 0.33 1.07
*
```

--- b ---
DFT (the ωB97M-V functional and the def2-TZVPD basis) results for 2 unconnected molecules or ions with the total composition C4H8FNS.

HOMO energy in eV: -9.419
LUMO level in eV: 0.277
Gap between HOMO and LUMO in eV: 9.70
SMILES string: C1=NCCC1.FS

Geometry as ORCA input:
```
! RIJCOSX wB97M-V def2-TZVPD def2/J DEFGRID3
* xyz 0 1
C 1.78 -0.48 0.42
C 1.44 0.96 -0.06
C 0.50 -1.12 -0.02
C -0.12 0.99 -0.28
N -0.41 -0.40 -0.45
F -2.97 0.32 0.28
S -4.22 -0.65 -0.19
H 2.65 -0.91 -0.15
H 1.82 -0.57 1.52
H 1.71 1.66 0.67
H 1.98 1.00 -0.95
H 0.28 -2.13 -0.07
H -3.37 -1.68 -0.30
H -0.71 1.43 0.62
H -0.38 1.60 -1.04
*
```

Most favorable structure: a. The second most favorable one is 0.0567 hartree above it.

--- a ---
DFT (the ωB97M-V functional and the def2-TZVPD basis) results for C3H4N2O4 in the gas phase.

HOMO energy in eV: -10.062
LUMO level in eV: -0.599
Gap between HOMO and LUMO in eV: 9.46
SMILES string: O=CO/N=C/C(=O)NO

Geometry as ORCA input:
```
! RIJCOSX wB97M-V def2-TZVPD def2/J DEFGRID3
* xyz 0 1
C 1.25 -1.32 0.45
C 0.89 0.12 0.39
C -1.14 2.48 -0.82
H -1.33 -1.20 -0.21
H 0.39 -3.07 0.70
H 1.63 0.85 0.78
H -1.19 3.53 -0.51
N 0.23 -2.20 0.17
N -0.11 0.52 -0.31
O -1.01 -1.75 0.54
O 2.38 -1.74 0.62
O -0.04 1.91 -0.30
O -1.93 1.86 -1.49
*
```

--- b ---
DFT (the ωB97M-V functional and the def2-TZVPD basis) results for 3 unconnected molecules or ions with the total composition C3H4N2O4.

HOMO energy in eV: -9.665
LUMO level in eV: -1.229
Gap between HOMO and LUMO in eV: 8.44

Geometry as ORCA input:
```
! RIJCOSX wB97M-V def2-TZVPD def2/J DEFGRID3
* xyz 0 1
C -0.05 0.46 -0.02
C -0.46 0.80 2.32
C -0.73 -0.99 0.31
H 2.45 0.15 -2.43
H 0.17 0.50 -3.14
H -1.36 1.25 2.88
H 0.15 -1.23 -1.36
N 0.94 -0.03 -2.04
N 0.94 0.71 -0.78
O -0.37 1.34 0.95
O 0.33 0.02 2.86
O -0.72 -1.64 -0.83
O -1.28 -1.34 1.26
*
```

Most favorable structure: a. The second most favorable one is 0.1262 hartree above it.

--- a ---
DFT (the ωB97M-V functional and the def2-TZVPD basis) results for C2H4ClFN2 in the gas phase.

HOMO energy in eV: -9.589
LUMO level in eV: 0.792
Gap between HOMO and LUMO in eV: 10.38
SMILES string: N/N=C\[C@@H](F)Cl

Geometry as ORCA input:
```
! RIJCOSX wB97M-V def2-TZVPD def2/J DEFGRID3
* xyz 0 1
C -0.38 0.56 0.63
C 1.04 -0.04 0.54
H -0.26 -0.61 -1.47
H -1.94 -0.42 -1.82
H -0.62 1.21 1.45
H 1.01 -1.11 0.78
N -1.23 -0.59 -1.09
N -1.41 0.30 -0.10
F 1.68 0.02 -0.68
Cl 2.10 0.68 1.78
*
```

--- b ---
DFT (the ωB97M-V functional and the def2-TZVPD basis) results for C2H4ClFN2 in the gas phase.

HOMO energy in eV: -9.339
LUMO level in eV: 0.853
Gap between HOMO and LUMO in eV: 10.19
SMILES string: N/N=C\[C@@H](F)Cl

Geometry as ORCA input:
```
! RIJCOSX wB97M-V def2-TZVPD def2/J DEFGRID3
* xyz 0 1
C 0.19 -0.09 0.96
C -1.08 0.51 0.34
H 0.61 0.06 -1.42
H 2.16 -0.64 -1.37
H 0.26 -0.27 2.01
H -1.67 1.04 1.09
N 1.21 -0.63 -0.98
N 1.20 -0.57 0.34
F -0.70 1.37 -0.66
Cl -2.19 -0.77 -0.31
*
```

Most favorable structure: b. The second most favorable one is 0.0019 hartree above it.

--- a ---
DFT (the ωB97M-V functional and the def2-TZVPD basis) results for 2 unconnected molecules or ions with the total composition CH3N2OP.

HOMO energy (spin up / spin down) in eV: -10.675 / -8.559
LUMO level (spin up / spin down) in eV: -1.289 / -0.906
Gap between HOMO and LUMO (spin up / spin down) in eV: 9.39 / 7.65

Geometry as ORCA input:
```
! RIJCOSX wB97M-V def2-TZVPD def2/J DEFGRID3
* xyz 0 1
C -1.32 -0.66 0.07
N -1.42 -1.69 -0.44
N 1.91 -0.09 0.37
O -0.96 1.73 -0.64
P -0.73 0.86 0.67
H 2.15 -0.41 1.30
H 1.67 -0.90 -0.04
H -1.30 1.16 -1.29
*
```

--- b ---
DFT (the ωB97M-V functional and the def2-TZVPD basis) results for CH3N2OP in the gas phase.

HOMO energy in eV: -9.058
LUMO level in eV: 0.599
Gap between HOMO and LUMO in eV: 9.66
SMILES string: C1N=NPO1

Geometry as ORCA input:
```
! RIJCOSX wB97M-V def2-TZVPD def2/J DEFGRID3
* xyz 0 1
C -0.39 -0.18 0.57
N 0.47 -1.54 0.26
N 1.53 -1.12 -0.06
O 0.35 0.89 0.28
P 2.01 0.51 0.09
H -1.27 -0.24 -0.22
H -0.81 -0.26 1.65
H 1.97 0.82 -1.27
*
```

Most favorable structure: b. The second most favorable one is 0.0344 hartree above it.

--- a ---
DFT (the ωB97M-V functional and the def2-TZVPD basis) results for 11 unconnected molecules or ions with the total composition C20H57BF4NO9.

HOMO energy in eV: -7.411
LUMO level in eV: 2.380
Gap between HOMO and LUMO in eV: 9.79

Geometry as ORCA input:
```
! RIJCOSX wB97M-V def2-TZVPD def2/J DEFGRID3
* xyz -1 1
B -0.03 0.36 -0.31
F 1.23 0.23 -0.54
F -0.76 1.13 -1.23
F -0.50 -0.99 -0.40
F -0.22 0.87 1.06
C 3.67 2.49 -2.17
C 5.26 2.68 -2.32
N 6.34 2.74 -2.49
H 3.60 3.12 -1.30
H 3.12 2.92 -3.09
H 3.30 1.41 -1.86
C 1.88 -2.53 -4.61
C 1.62 -2.29 -3.13
O 0.52 -3.12 -2.56
H 1.21 -1.70 -5.02
H 1.73 -3.49 -4.95
H 2.90 -2.16 -4.69
H 1.65 -1.30 -3.19
H 2.50 -2.56 -2.63
H 0.30 -2.51 -1.83
C -2.79 -4.00 -1.93
C -2.26 -4.66 -3.28
O -1.85 -3.53 -4.17
H -3.73 -3.29 -2.21
H -2.10 -3.22 -1.57
H -2.95 -4.86 -1.34
H -3.21 -5.09 -3.57
H -1.31 -5.21 -3.35
H -1.02 -3.22 -4.03
C 0.55 5.42 -2.98
C -0.19 4.22 -2.46
O 0.69 3.37 -1.97
H -0.06 6.23 -3.37
H 1.09 5.09 -3.90
H 1.14 6.05 -2.34
H -1.00 3.88 -3.37
H -0.87 4.60 -1.52
H 0.28 2.52 -1.70
C 2.44 1.98 3.08
C 2.46 3.12 2.07
O 3.16 4.22 2.56
H 1.73 2.19 3.78
H 3.44 1.75 3.32
H 2.07 1.15 2.62
H 1.58 3.65 1.86
H 3.05 2.97 1.13
H 3.28 4.90 1.97
C -1.43 -0.52 5.29
C -1.19 0.36 4.02
O -0.35 -0.53 3.30
H -0.54 -0.43 6.19
H -1.79 -1.49 5.05
H -2.18 0.17 5.72
H -0.46 1.17 4.24
H -2.23 0.50 3.62
H -0.42 -0.47 2.24
C 4.17 -2.88 0.89
C 3.26 -1.82 1.68
O 4.00 -1.61 2.96
H 3.57 -3.24 0.06
H 4.48 -3.71 1.43
H 5.14 -2.44 0.48
H 2.41 -2.19 1.97
H 3.26 -0.85 1.23
H 3.48 -1.04 3.56
C -2.48 5.11 1.57
C -1.81 3.73 1.23
O -1.82 2.98 2.35
H -2.54 5.79 0.71
H -1.83 5.84 2.41
H -3.50 4.77 1.94
H -0.79 3.76 0.86
H -2.52 3.33 0.50
H -1.25 2.21 2.15
C -0.89 -5.34 1.72
C -0.88 -3.91 1.52
O -0.21 -3.66 0.32
H -1.63 -5.44 2.53
H 0.12 -5.83 1.78
H -1.33 -5.88 0.91
H -0.48 -3.39 2.23
H -1.78 -3.63 1.19
H -0.09 -2.65 0.19
C -5.46 -0.37 -0.70
C -3.99 -0.42 -0.47
O -3.47 0.81 -0.90
H -5.75 0.16 -1.67
H -5.88 0.15 -0.09
H -6.01 -1.31 -0.68
H -3.53 -1.21 -1.03
H -3.82 -0.84 0.50
H -2.52 0.74 -1.05
*
```

--- b ---
DFT (the ωB97M-V functional and the def2-TZVPD basis) results for 11 unconnected molecules or ions with the total composition C20H57BF4NO9.

HOMO energy in eV: -7.303
LUMO level in eV: 2.562
Gap between HOMO and LUMO in eV: 9.87

Geometry as ORCA input:
```
! RIJCOSX wB97M-V def2-TZVPD def2/J DEFGRID3
* xyz -1 1
B -0.16 0.38 -0.57
F -0.99 0.92 -1.58
F 1.11 0.39 -1.00
F -0.33 0.83 0.66
F -0.45 -1.07 -0.53
C 1.54 3.14 2.10
C 1.26 3.99 3.32
N 1.16 4.80 4.18
H 2.07 2.27 2.55
H 0.46 2.88 1.81
H 2.00 3.58 1.27
C 5.00 2.17 0.89
C 4.01 1.81 -0.08
O 3.59 3.04 -0.69
H 6.00 2.50 0.36
H 5.16 1.16 1.56
H 4.66 2.94 1.73
H 3.27 1.58 0.37
H 4.45 1.37 -0.87
H 2.69 2.99 -0.85
C 3.33 -3.66 -1.06
C 2.65 -2.46 -1.89
O 3.29 -1.31 -1.39
H 2.98 -4.67 -1.60
H 3.13 -3.56 -0.19
H 4.38 -3.52 -1.31
H 1.59 -2.32 -1.71
H 2.81 -2.40 -2.98
H 2.69 -0.74 -1.22
C -0.10 -1.07 -4.84
C -1.37 -0.31 -4.67
O -1.78 -0.02 -5.97
H -0.26 -2.07 -4.90
H 0.32 -1.04 -3.80
H 0.53 -0.55 -5.66
H -1.22 0.47 -4.10
H -2.13 -0.85 -4.03
H -2.68 0.41 -5.97
C -1.93 -3.33 3.75
C -2.45 -1.92 3.24
O -1.34 -1.08 2.94
H -1.38 -3.99 3.33
H -2.92 -3.77 3.88
H -1.56 -3.28 4.78
H -2.92 -1.41 4.21
H -3.19 -1.87 2.50
H -1.17 -1.07 2.06
C -1.14 -5.81 -1.51
C -0.69 -4.47 -1.06
O -0.58 -3.54 -2.15
H -2.17 -5.71 -2.02
H -1.36 -6.27 -0.62
H -0.44 -6.43 -2.07
H 0.01 -4.56 -0.50
H -1.44 -4.09 -0.32
H -0.65 -2.69 -1.73
C -5.40 -0.62 -0.18
C -4.13 0.09 -0.40
O -3.58 -0.18 -1.77
H -5.82 -0.24 0.68
H -5.26 -1.68 -0.22
H -6.13 -0.35 -1.03
H -3.35 -0.23 0.41
H -4.08 1.22 -0.32
H -2.56 0.12 -1.66
C 0.39 5.42 -0.80
C 0.02 4.16 -1.62
O 1.01 3.12 -1.35
H 0.60 5.18 0.32
H -0.34 6.22 -0.65
H 1.32 5.90 -1.13
H 0.17 4.35 -2.68
H -0.87 3.67 -1.67
H 0.58 2.30 -1.66
C 2.22 -2.59 2.91
C 2.94 -1.44 2.16
O 2.36 -0.31 2.62
H 1.74 -2.39 3.75
H 2.95 -3.37 3.07
H 1.24 -2.78 2.40
H 2.88 -1.59 0.99
H 3.89 -1.54 2.64
H 1.43 -0.51 2.42
C -2.51 4.19 2.58
C -2.45 3.37 1.34
O -2.39 2.02 1.62
H -2.86 5.29 2.37
H -1.41 4.01 2.97
H -3.21 3.77 3.36
H -1.59 3.62 0.70
H -3.36 3.61 0.79
H -1.78 1.51 1.05
*
```

Most favorable structure: a. The second most favorable one is 0.0072 hartree above it.

--- a ---
DFT (the ωB97M-V functional and the def2-TZVPD basis) results for 13 unconnected molecules or ions with the total composition H28NO12.

HOMO energy in eV: -11.598
LUMO level in eV: -3.518
Gap between HOMO and LUMO in eV: 8.08

Geometry as ORCA input:
```
! RIJCOSX wB97M-V def2-TZVPD def2/J DEFGRID3
* xyz 1 1
N -9.31 -32.28 -36.70
H -9.90 -32.47 -35.95
H -9.24 -33.15 -37.16
H -8.43 -31.99 -36.43
H -9.67 -31.61 -37.41
O -11.69 -30.80 -35.18
H -12.36 -31.13 -35.60
H -11.48 -30.25 -35.80
O -11.43 -35.29 -36.14
H -12.18 -35.25 -36.72
H -10.80 -35.65 -36.73
O -8.52 -31.13 -38.90
H -9.02 -31.08 -39.71
H -7.83 -30.58 -39.12
O -10.52 -33.49 -38.92
H -11.14 -32.66 -39.24
H -9.85 -33.68 -39.74
O -7.92 -29.44 -35.73
H -6.89 -29.05 -35.66
H -8.22 -28.73 -36.17
O -11.67 -30.67 -39.44
H -11.30 -30.03 -38.84
H -12.59 -30.24 -39.74
O -9.67 -35.70 -37.65
H -10.17 -35.79 -38.49
H -9.78 -36.51 -37.15
O -10.73 -29.31 -37.45
H -11.59 -28.80 -37.62
H -10.03 -28.80 -37.87
O -10.94 -35.06 -33.75
H -10.70 -34.05 -33.66
H -10.97 -35.25 -34.69
O -6.81 -35.35 -38.24
H -7.90 -35.04 -37.96
H -6.55 -34.67 -38.72
O -8.45 -34.23 -35.12
H -8.62 -34.35 -34.15
H -7.78 -35.08 -35.37
O -10.38 -32.45 -33.50
H -9.81 -31.84 -32.86
H -10.99 -31.68 -33.72
*
```

--- b ---
DFT (the ωB97M-V functional and the def2-TZVPD basis) results for 13 unconnected molecules or ions with the total composition H28NO12.

HOMO energy in eV: -12.834
LUMO level in eV: -3.400
Gap between HOMO and LUMO in eV: 9.43

Geometry as ORCA input:
```
! RIJCOSX wB97M-V def2-TZVPD def2/J DEFGRID3
* xyz 1 1
N 0.08 -0.05 -0.26
H 0.26 -0.75 0.54
H -0.80 -0.23 -0.49
H 0.58 -0.39 -1.14
H -0.05 1.00 0.05
O 1.28 -0.34 2.55
H 1.91 0.58 2.45
H 1.77 -1.06 2.47
O 2.08 -0.37 -3.35
H 2.68 -0.68 -4.19
H 1.38 0.23 -3.72
O 2.14 -2.41 0.65
H 2.38 -3.19 1.12
H 2.81 -1.98 0.08
O -1.49 -2.74 -1.56
H -1.20 -3.18 -2.30
H -2.50 -2.41 -1.86
O -3.12 0.03 1.63
H -2.91 0.58 2.41
H -2.78 0.64 0.98
O -2.65 1.52 -0.59
H -3.63 1.67 -0.75
H -2.36 2.43 -0.38
O -0.51 -2.50 3.30
H -0.28 -2.77 2.43
H 0.05 -1.69 3.33
O 0.44 2.47 1.75
H 0.17 2.15 2.61
H 0.66 3.40 1.84
O -1.32 3.78 -0.07
H -0.97 4.24 -0.76
H -0.54 3.42 0.29
O -0.38 1.23 -3.45
H -0.13 1.89 -2.67
H -1.27 1.53 -3.43
O -0.29 -3.76 0.74
H -0.92 -3.27 0.17
H 0.56 -3.44 0.47
O 2.58 1.52 -0.41
H 2.85 1.56 0.53
H 3.44 1.33 -1.00
*
```

Most favorable structure: b. The second most favorable one is 0.0822 hartree above it.

--- a ---
DFT (the ωB97M-V functional and the def2-TZVPD basis) results for a molecular structure, C3H4I2.

HOMO energy in eV: -9.098
LUMO level in eV: -0.251
Gap between HOMO and LUMO in eV: 8.85

Geometry as ORCA input:
```
! RIJCOSX wB97M-V def2-TZVPD def2/J DEFGRID3
* xyz 0 1
C -0.86 0.45 0.63
C -0.05 -0.50 0.18
C 1.86 0.06 -0.62
I 3.01 -1.60 0.02
I 2.38 1.99 0.02
H -1.93 0.38 0.89
H -0.51 1.58 0.64
H -0.33 -1.57 -0.04
H 1.66 0.25 -1.73
*
```

--- b ---
DFT (the ωB97M-V functional and the def2-TZVPD basis) results for a molecular structure, C3H4I2.

HOMO energy in eV: -9.379
LUMO level in eV: -0.315
Gap between HOMO and LUMO in eV: 9.06

Geometry as ORCA input:
```
! RIJCOSX wB97M-V def2-TZVPD def2/J DEFGRID3
* xyz 0 1
C -0.15 1.11 1.01
C -0.15 0.48 -0.12
C 0.19 -0.97 -0.46
I 1.26 -1.12 -2.34
I -1.65 -2.18 -0.43
H -0.05 2.23 0.91
H 0.15 0.71 1.97
H -0.40 1.13 -0.84
H 0.80 -1.39 0.30
*
```

Most favorable structure: b. The second most favorable one is 0.0769 hartree above it.

--- a ---
DFT (the ωB97M-V functional and the def2-TZVPD basis) results for C5H9BrO2 in the gas phase.

HOMO energy in eV: -10.412
LUMO level in eV: 0.729
Gap between HOMO and LUMO in eV: 11.14
SMILES string: C[C@@H](Br)CCOC=O

Geometry as ORCA input:
```
! RIJCOSX wB97M-V def2-TZVPD def2/J DEFGRID3
* xyz 0 1
C 2.25 -0.58 0.48
C 1.57 0.32 -0.56
Br 1.39 -0.65 -2.25
C 0.23 0.89 -0.11
C -0.88 -0.13 0.04
O -2.05 0.61 0.41
C -3.22 -0.05 0.22
O -4.20 0.47 -0.18
H 3.33 -0.51 0.41
H 1.94 -0.28 1.48
H 1.95 -1.62 0.35
H 2.23 1.15 -0.82
H 0.41 1.34 0.87
H -0.10 1.69 -0.77
H -1.05 -0.66 -0.90
H -0.65 -0.87 0.82
H -3.16 -1.12 0.50
*
```

--- b ---
DFT (the ωB97M-V functional and the def2-TZVPD basis) results for 2 unconnected molecules or ions with the total composition C5H9BrO2.

HOMO energy in eV: -8.698
LUMO level in eV: 0.510
Gap between HOMO and LUMO in eV: 9.21

Geometry as ORCA input:
```
! RIJCOSX wB97M-V def2-TZVPD def2/J DEFGRID3
* xyz 0 1
C 0.39 1.23 0.34
C -0.13 0.11 -0.45
C 1.26 1.10 1.56
C -1.40 0.21 -1.27
C 0.28 -1.96 0.28
O 0.95 0.83 -0.89
O -1.64 -0.99 -2.01
Br -0.88 -2.00 1.76
H -0.25 2.16 0.19
H 0.67 0.43 2.27
H 1.29 2.08 2.07
H 2.28 0.89 1.29
H -1.15 1.03 -1.96
H -2.29 0.46 -0.70
H 1.38 -1.73 0.36
H -0.02 -2.54 -0.64
H -0.74 -1.30 -2.20
*
```

Most favorable structure: a. The second most favorable one is 0.1543 hartree above it.